Molecular formula: C7H22NO4
Method: DFT, ωB97M-V/def2-TZVPD

Structure (ORCA input):
```
! wB97M-V def2-TZVPD RIJCOSX def2/J DEFGRID3
* xyz 1 1
C -0.072 1.335 0.352
C 0.250 1.109 1.821
C 1.729 1.007 2.076
C 3.216 -0.722 -2.169
C 2.904 -1.073 -0.891
C 2.555 -0.020 -0.016
C 2.340 -0.040 1.312
N -1.328 0.522 -0.150
H -0.292 2.393 0.022
H 0.662 1.038 -0.427
H -0.216 0.140 2.153
H -0.176 1.947 2.351
H 1.765 0.848 3.231
H 2.339 1.918 1.800
H 3.631 -1.386 -2.936
H 3.337 0.342 -2.518
H 2.802 -2.083 -0.581
H 2.437 0.941 -0.536
H 2.460 -0.947 1.927
H -1.271 0.286 -1.114
H -2.103 1.098 0.011
H -1.513 -0.296 0.412
H -2.138 3.252 0.973
H -3.554 2.825 0.532
O -2.583 2.681 0.360
H -2.373 -2.447 1.397
H -3.807 -2.043 1.262
O -2.880 -1.667 1.420
H -0.346 -2.559 -0.511
H 0.607 -1.491 -0.996
O -0.390 -1.751 -0.962
H -1.655 -1.634 -2.625
H -2.886 -1.355 -3.402
O -2.390 -1.013 -2.604
*
```

Values from the calculation:
E_HOMO ... -11.681 eV
Electronic energy ... -17288.115 eV
Orbital gap ... 9.06 eV
Relative energy (zero: lowest compared OMol25 entry of this formula, charge and spin) ... 1.545 eV

Atomic partial charges in e from the Mulliken method, atoms 1 to 6: C -0.36; C -0.47; C -0.71; C -0.70; C -0.42; C -0.37